(1)
{"formula": "C8H13AuCl3F5GeNOSTe", "method": "the ωB97M-V functional and the def2-TZVPD basis", "elements": ["Au", "C", "C", "C", "C", "C", "H", "H", "H", "H", "H", "H", "H", "H", "H", "H", "Cl", "Ge", "Cl", "Cl", "F", "Te", "F", "F", "F", "F", "O", "S", "C", "C", "N", "C", "H", "H", "H"], "coordinates": [[-0.85108, 0.53627, 1.01891], [5.58017, -0.22179, -0.15427], [4.43435, 0.03543, 0.77016], [3.48331, -0.19842, 3.01054], [3.26414, 0.78094, 0.21474], [4.48913, -0.36719, 2.08711], [6.04945, 0.71875, -0.45988], [5.23395, -0.70780, -1.07048], [6.34246, -0.85019, 0.30460], [1.71982, 1.79564, 5.47121], [1.51710, -0.95065, 4.05479], [0.52858, -1.38101, 1.97948], [3.54696, 1.81097, -0.02052], [2.43350, 0.84058, 0.91790], [2.91694, 0.32482, -0.71693], [5.39681, -0.85032, 2.44791], [0.75665, 1.79862, 6.33251], [-0.81958, 0.63179, 4.40747], [1.60839, 0.26112, 3.46874], [-0.48147, -2.03731, 1.50395], [-2.76853, 4.26004, 2.64093], [-1.56886, 2.92996, 3.14119], [1.80826, 2.14958, 2.87075], [-0.30618, 4.31760, 3.22926], [-1.90499, 3.47115, 4.97955], [-3.16309, 1.80834, 2.97340], [-1.13165, 2.56483, 1.35471], [-4.86928, -0.17350, -1.75083], [-4.66544, 1.43973, -1.22144], [-3.48787, 1.56969, -0.56415], [-2.75362, 0.41098, -0.48499], [-3.36504, -0.58122, -1.06366], [-5.40960, 2.19485, -1.40781], [-3.09606, 2.45949, -0.09289], [-2.96713, -1.58384, -1.11127]], "forces_ev_per_a": [[-0.4173, -0.0272, 0.3906], [0.0201, 0.0260, 0.0309], [0.0058, 0.0440, -0.0787], [-0.2574, 0.0083, 0.7231], [-0.0603, -0.0994, 0.0352], [-0.3463, 0.1659, -0.2924], [-0.0157, 0.0021, -0.0039], [0.0054, -0.0109, 0.0086], [0.0140, 0.0099, -0.0018], [0.0220, 0.2717, -0.0412], [0.0671, 0.0971, -0.3411], [0.0811, -0.2111, -0.0206], [-0.0031, -0.0022, 0.0008], [0.0388, 0.1108, -0.0290], [0.0348, -0.0102, -0.0161], [-0.0379, -0.0302, 0.0180], [-0.1033, -0.0135, -0.1783], [-0.2219, 0.5173, -0.2139], [0.7116, -0.8735, 0.0837], [0.0843, 0.4657, -0.1560], [-0.0157, -0.0264, 0.0948], [0.7781, 0.0533, -0.3900], [-0.0191, 0.1011, 0.0069], [0.1133, -0.0717, -0.0015], [-0.5160, -0.1891, -0.0467], [0.0187, -0.0920, 0.3997], [0.0323, -0.1347, 0.1199], [-0.0066, -0.0065, -0.0052], [-0.0056, 0.0137, -0.0058], [0.0297, -0.0150, 0.0514], [0.0002, -0.1520, -0.1002], [-0.0217, 0.0639, -0.0110], [-0.0007, 0.0016, 0.0039], [-0.0096, 0.0133, -0.0117], [0.0007, 0.0002, -0.0224]], "de_lowest_ev": 11.3505, "gap_ev": [6.0, 7.0], "spin_multiplicity": 4, "lumo_ev": [-1.48, -2.05]}

***

(2)
{"formula": "C8H13BrO6STb", "method": "the ωB97M-V functional and the def2-TZVPD basis", "elements": ["C", "C", "Br", "C", "C", "C", "C", "C", "O", "O", "C", "O", "S", "O", "O", "O", "H", "H", "H", "H", "H", "H", "H", "H", "H", "H", "H", "H", "H", "Tb"], "coordinates": [[-0.23333, 0.20753, 3.48647], [0.46464, 0.06986, 2.11858], [2.16508, 0.96952, 2.31191], [-0.40389, 0.66866, 1.01612], [0.13848, 0.62642, -0.39805], [0.28758, -0.75457, -1.10281], [0.01466, -2.00832, -0.28272], [-0.41929, -3.12461, -1.21759], [-0.29578, -2.99108, -2.38074], [-0.89248, -4.25977, -0.66778], [-0.88439, 1.45964, -1.26041], [-0.13900, 2.44887, -2.09288], [1.54128, 2.11007, -1.95798], [2.21326, 3.29799, -1.70623], [1.90118, 1.23168, -2.95947], [1.35842, 1.36871, -0.57627], [-1.04206, -0.50053, 3.53537], [-0.59450, 1.20764, 3.63911], [0.45113, -0.04698, 4.27880], [0.67270, -0.97892, 1.98873], [-0.56021, 1.70557, 1.27918], [-1.37373, 0.20342, 1.05707], [-0.27510, -0.78875, -2.01654], [1.31442, -0.81453, -1.41106], [0.93977, -2.35830, 0.14363], [-0.75939, -1.91045, 0.46693], [-1.37012, -4.09167, 0.14609], [-1.46747, 0.89130, -1.96768], [-1.62304, 2.03387, -0.70994], [-1.12884, 4.12770, -2.75983]], "forces_ev_per_a": [[0.8857, 0.4342, 0.0753], [-1.2195, -0.4548, -0.1166], [0.1954, 0.0585, 0.2167], [1.6767, 0.6828, 0.4027], [-1.5938, -0.6700, -2.1869], [0.3703, 0.1425, 1.0767], [-0.3854, -0.1363, -0.2373], [-0.4439, -0.5684, 0.8517], [0.2205, -0.0528, -1.6343], [0.1778, 0.5049, -0.4717], [-0.7249, 0.2110, -0.5303], [1.4431, -2.3602, 1.3035], [0.9453, -1.3117, 1.8778], [-0.0595, 1.9411, 0.0548], [-0.2700, -1.0938, -1.5975], [0.0610, 0.6809, 0.6802], [-0.4070, -0.4093, -0.2021], [-0.2218, 0.4543, 0.1219], [0.1479, -0.1367, 0.5060], [0.5188, -0.2506, -0.2460], [-0.1304, 0.4511, 0.1476], [-0.3884, -0.4557, -0.0890], [-0.3585, -0.0604, -0.3619], [0.5138, -0.0428, -0.3138], [0.2517, -0.2042, 0.6169], [-0.0905, 0.1790, 0.4221], [0.0278, -0.1673, 0.4888], [0.1579, -0.6569, -0.1236], [0.1434, 0.2818, 0.6518], [-1.4435, 3.0099, -1.3835]], "gap_ev": [3.2, 6.1], "spin_multiplicity": 7, "lumo_ev": [-15.00, -12.14], "total_charge": 3}

***

(3)
{"formula": "C8H13ClO7PtS2", "method": "the ωB97M-V functional and the def2-TZVPD basis", "elements": ["Pt", "O", "Cl", "O", "O", "O", "C", "C", "C", "O", "C", "O", "O", "H", "H", "H", "H", "H", "H", "H", "C", "C", "S", "C", "C", "S", "H", "H", "H", "H", "H", "H"], "coordinates": [[-0.36417, 0.17190, 1.16813], [3.68254, 1.79493, 1.38216], [2.95547, 0.63397, 1.81976], [3.73661, -0.54489, 1.70031], [2.38880, 0.81530, 3.10382], [1.79924, 0.50625, 0.82623], [0.73912, 1.85458, -3.26667], [1.59552, 1.43709, -2.13617], [2.76947, 2.22552, -1.72722], [1.31674, 0.31957, -1.63745], [0.29907, 3.37899, 0.84836], [1.01210, 4.19137, 0.44223], [-0.41022, 2.54623, 1.23597], [1.24045, 1.48918, -4.17119], [0.66942, 2.93645, -3.33785], [-0.23880, 1.38391, -3.20212], [3.58384, 1.83234, -2.35062], [3.03832, 2.08928, -0.67940], [2.63951, 3.27912, -1.95701], [1.76725, 0.10424, -0.75710], [-4.34828, -2.08774, 1.04802], [-2.88763, -1.72241, 1.08228], [-2.57330, 0.01053, 1.15680], [-1.87752, -2.58943, 1.07336], [-2.00958, -4.08271, 1.02520], [-0.20742, -2.02496, 1.15205], [-4.96413, -1.18878, 1.01933], [-4.64018, -2.65744, 1.93241], [-4.59310, -2.68260, 0.16595], [-3.05597, -4.38246, 0.97760], [-1.56594, -4.54357, 1.91068], [-1.49723, -4.49378, 0.15219]], "forces_ev_per_a": [[0.0798, 0.1032, 0.0566], [-0.1181, -0.1149, 0.0013], [0.3540, 0.0860, 0.1410], [-0.0881, 0.0421, 0.0152], [-0.0358, -0.0198, -0.0546], [-0.2222, -0.0264, -0.2526], [0.0955, -0.1168, -0.0658], [-0.0488, -0.1123, -0.1737], [-0.0658, 0.0306, 0.1255], [-0.1384, -0.0557, -0.1094], [0.2595, -0.1799, 0.0075], [-0.0909, 0.0665, -0.0297], [-0.1665, 0.0542, 0.0984], [-0.0675, 0.0655, -0.0438], [0.0061, 0.0105, 0.0133], [0.0063, -0.0068, 0.0034], [0.0696, 0.0703, 0.0738], [0.0462, -0.0852, -0.0030], [0.0068, -0.0017, -0.0504], [0.1061, 0.2322, 0.2962], [-0.0075, -0.0242, -0.0056], [-0.0017, 0.1241, 0.0062], [0.0470, -0.1249, 0.0390], [0.1169, -0.0043, 0.0015], [-0.0365, -0.0063, 0.0028], [-0.1191, -0.0080, -0.0924], [0.0004, 0.0023, -0.0022], [0.0052, -0.0011, 0.0018], [0.0037, -0.0036, 0.0017], [0.0031, 0.0021, -0.0013], [-0.0001, 0.0012, 0.0024], [0.0005, 0.0011, -0.0030]], "gap_ev": 5.0, "spin_multiplicity": 1, "lumo_ev": -1.66}

***

(4)
{"formula": "C8H13N", "method": "the ωB97M-V functional and the def2-TZVPD basis", "elements": ["C", "C", "C", "C", "C", "C", "C", "C", "N", "H", "H", "H", "H", "H", "H", "H", "H", "H", "H", "H", "H", "H"], "coordinates": [[-3.25145, -0.21489, 0.10222], [-1.71958, -0.04689, -0.04893], [-1.18411, 1.18870, -0.29361], [0.32500, 1.27520, -0.46240], [1.08407, -0.06033, -0.18478], [1.25582, -0.10315, 1.36148], [2.48980, -0.32188, -0.89037], [0.21875, -1.35784, -0.32646], [-1.04445, -1.26837, -0.14310], [-3.59185, -0.46417, -0.85723], [-3.62467, 0.53841, 0.62541], [-3.32111, -1.07336, 0.76654], [-1.66615, 2.08529, -0.23152], [0.52143, 1.67305, -1.38142], [0.82006, 1.87759, 0.24523], [1.88993, 0.74342, 1.58127], [1.58003, -1.13069, 1.86762], [0.37711, 0.25306, 1.85106], [2.70633, 0.50636, -1.41498], [2.31806, -1.23836, -1.57249], [3.23071, -0.58388, -0.14577], [0.58627, -2.27725, -0.44777]], "forces_ev_per_a": [[4.3871, -3.4724, 0.0384], [-0.9587, 2.4240, -0.6875], [2.4913, -4.3491, 1.0998], [-0.5790, -2.6857, 1.1291], [0.1016, -2.9212, 0.6701], [1.0100, -0.9524, 0.5583], [-3.1757, -3.6271, 1.2869], [-2.8066, 6.2053, 0.5892], [0.3097, -1.0922, -0.5434], [-1.1705, -0.0719, -1.1246], [-2.0854, 3.6531, 1.4723], [-0.4147, -0.3758, -0.1936], [-1.7240, 2.0121, -0.0245], [0.7906, 0.9958, -2.7595], [0.1087, 1.5279, 0.9447], [1.1830, -0.1604, 0.4247], [-0.4065, 2.3127, -1.3101], [-1.2001, -0.3766, 0.2228], [1.3175, 2.7381, -2.0555], [0.6668, 1.5954, 0.7762], [0.2432, 0.1173, -0.0140], [1.9116, -3.4970, -0.4998]], "de_lowest_ev": 2.5608, "smiles": "CC1=CCC(C)(C)C=N1", "gap_ev": 9.3, "spin_multiplicity": 1, "lumo_ev": 0.82}

***

(5)
{"formula": "C8H13N", "method": "the ωB97M-V functional and the def2-TZVPD basis", "elements": ["C", "C", "C", "C", "C", "C", "H", "H", "H", "H", "H", "H", "H", "H", "H", "H", "C", "C", "N", "H", "H", "H"], "coordinates": [[-0.97340, 1.91887, -1.03976], [0.53938, 1.56794, -0.99423], [0.78066, 0.16569, -1.19744], [1.39942, -0.87783, -0.72143], [2.12800, -1.55214, 0.36506], [0.70292, -1.08132, -2.15082], [-1.06813, 2.85425, -0.46538], [-1.49753, 1.15550, -0.51103], [-1.48492, 1.95966, -2.01009], [0.95825, 1.74763, -0.07795], [1.00550, 2.13626, -1.89567], [2.92224, -0.85678, 0.75324], [2.51063, -2.33007, -0.12129], [1.45848, -2.03752, 1.12515], [1.20161, -1.15415, -3.07235], [-0.15812, -1.69857, -2.06178], [-1.98583, 0.03684, 2.40682], [-1.14483, -1.08205, 2.25778], [-0.54116, -2.04150, 2.08583], [-2.17252, 0.36583, 3.36408], [-2.96867, -0.16865, 2.10088], [-1.61198, 0.97211, 1.86037]], "forces_ev_per_a": [[0.5912, 0.5567, 0.7198], [-1.7261, 0.8218, -4.6951], [1.1749, -3.1845, -0.8105], [-1.7550, 1.1206, -1.7132], [-1.1864, 2.6168, 1.6052], [0.0955, 1.2159, 3.7505], [-0.4508, -0.1248, -0.5165], [-0.5325, -0.5694, 0.6492], [0.7021, 0.2664, 0.0572], [1.0753, 1.3476, 2.2085], [-0.2388, -0.6062, 1.8494], [-0.7986, -0.9401, 0.0729], [2.4953, -3.3901, -1.5610], [0.5896, 1.0733, -0.4776], [1.0822, 0.0767, -0.9364], [-0.9321, -0.2614, -0.3103], [0.4720, 2.8323, -1.9131], [0.6898, -1.2588, -0.1250], [0.0105, -0.0061, 0.1681], [0.3230, 0.4067, 2.6134], [-1.2699, -0.4858, -1.1120], [-0.4113, -1.5077, 0.4765]], "de_lowest_ev": 3.8995, "smiles": "CCC1=C(C)C1.CC#N", "gap_ev": 9.1, "spin_multiplicity": 1, "lumo_ev": 0.68}

***

| no. | total energy (Ha) |
| --- | --- |
| 1 | -5200.95606 |
| 2 | -4559.44610 |
| 3 | -2214.93064 |
| 4 | -367.28303 |
| 5 | -367.23383 |